1.
C4H6O2 | wB97M-V/def2-TZVPD

XYZ file:
```
12
Properties=species:S:1:pos:R:3:forces:R:3:nbo_charge:R:1
O -1.324 0.482 -2.231 0.1 0.2 0.5 -0.53
C -1.284 0.778 -1.060 0.0 -0.1 -0.5 0.42
C -0.884 -0.202 0.056 0.0 -0.2 -0.2 0.03
C 0.650 -0.647 -0.092 0.2 0.3 -0.3 -0.46
C 1.490 0.169 0.659 0.0 -0.3 0.0 -0.02
O -0.943 0.268 1.290 -0.4 0.3 0.0 -0.85
H -1.589 1.781 -0.686 0.1 -0.1 0.0 0.12
H -1.444 -1.132 -0.199 0.0 0.1 0.1 0.15
H 1.089 -1.375 -0.777 -0.1 0.0 0.2 0.25
H 0.488 -1.040 1.004 0.3 -0.1 0.3 0.42
H 1.094 1.067 1.130 -0.2 -0.4 0.2 0.27
H 2.512 -0.140 0.871 0.0 0.2 -0.3 0.21
```
Forces are in eV/Å.

Summary:
gap between HOMO and LUMO (spin up / spin down): 0.253 / 0.253 Eh
LUMO energy (spin up / spin down): -1.45 / -1.45 eV
net charge: 0
HOMO level (spin up / spin down): -8.32 / -8.32 eV
relative energy (zero: lowest compared OMol25 entry of this formula, charge and spin): 5.5878 eV
molar mass: 86.09 g/mol
E: -8334.873 eV

---

2.
C4HNaO2 | wB97M-V/def2-TZVPD

XYZ file:
```
8
Properties=species:S:1:pos:R:3:forces:R:3:nbo_charge:R:1
O -1.231 0.180 0.633 -0.4 0.1 1.4 -0.72
C 2.381 -0.341 2.058 -0.8 -0.1 -0.5 -0.13
C 1.318 -0.486 1.404 -0.3 -0.3 1.6 -0.58
C 0.167 -0.575 0.628 1.5 2.3 -2.0 0.08
C 0.124 -0.112 -0.640 0.3 -2.5 0.0 0.61
O -0.053 -0.257 -1.813 -0.6 0.8 -1.3 -0.72
Na -1.694 0.502 -3.148 0.4 -0.2 0.4 0.99
H -1.012 1.089 0.876 -0.1 0.0 0.4 0.47
```
Forces are in eV/Å.

Summary:
gap between HOMO and LUMO: 0.156 Eh
LUMO energy: -2.32 eV
net charge: 0
HOMO level: -6.56 eV
relative energy (zero: lowest compared OMol25 entry of this formula, charge and spin): 0.3831 eV
molar mass: 104.04 g/mol
E: -12668.025 eV

---

3.
C26H51Cl3N2O3PPdSi | wB97M-V/def2-TZVPD

XYZ file:
```
88
Properties=species:S:1:pos:R:3:forces:R:3:lowdin_spin:R:1
C 3.504 3.925 -0.228 0.5 0.3 -0.2 0.00
C 2.455 3.787 0.812 -0.8 0.1 0.8 0.00
H 3.870 4.948 -0.301 0.1 0.1 -0.1 0.00
H 3.122 3.626 -1.213 -0.1 0.0 0.3 0.00
H 4.364 3.282 -0.006 -0.1 0.0 0.0 0.00
C 2.103 4.726 1.696 0.3 -0.4 -0.2 0.00
C 2.791 6.037 1.832 0.2 0.6 0.1 0.00
H 1.272 4.561 2.378 0.1 -0.3 0.0 0.00
H 2.861 6.540 0.860 0.1 0.1 0.2 0.00
H 3.809 5.923 2.239 -0.2 0.1 -0.1 0.00
H 2.234 6.691 2.515 0.2 0.0 -0.1 0.00
Pd 0.070 -2.344 -0.581 0.1 0.1 -0.6 1.18
Cl 2.216 -3.340 -0.862 0.5 -0.5 0.2 0.15
Cl -0.912 -0.649 -2.238 -0.6 0.2 -0.7 0.04
H -2.402 -5.448 -3.676 0.2 0.2 -0.1 0.00
H 1.228 -6.675 -3.791 0.0 0.1 -0.4 0.00
C -1.572 -5.018 -4.253 0.2 0.2 0.1 0.00
C 0.804 -5.821 -4.338 0.3 -0.1 0.6 0.00
N -0.301 -5.263 -3.561 -0.5 -0.1 -0.6 0.00
H -1.767 -3.943 -4.399 0.1 -0.4 0.0 0.00
C -0.093 -4.788 -2.336 -1.0 1.5 0.8 0.01
O -0.872 -3.936 -1.810 1.0 -2.4 -1.1 0.05
H 1.609 -5.077 -4.475 -0.4 -0.3 -0.1 0.00
H 0.822 -5.169 -1.838 -0.4 0.5 -0.1 0.00
H -1.482 -5.533 -5.217 -0.4 0.3 0.2 0.00
H 0.395 -6.140 -5.302 0.4 0.0 0.2 0.00
H -0.775 3.477 -2.299 -0.2 0.2 0.2 0.00
H -0.662 4.504 0.597 0.1 -0.1 -0.2 0.00
C -1.797 3.808 -2.050 0.4 -0.3 -0.1 0.00
C -1.719 4.567 0.322 0.2 -0.3 0.1 0.00
N -2.086 3.559 -0.652 -0.5 -0.3 0.0 0.00
H -2.497 3.248 -2.685 0.1 0.2 0.3 0.00
C -2.495 2.326 -0.266 -0.1 -0.3 -0.9 0.00
O -2.714 1.377 -1.026 0.0 1.1 0.8 0.00
H -2.312 4.410 1.223 -0.1 0.2 0.0 0.00
H -2.669 2.258 0.823 0.0 0.0 -0.1 0.00
H -1.881 4.886 -2.231 0.0 -0.2 -0.1 0.00
H -1.912 5.554 -0.095 -0.2 0.1 0.1 0.00
O 0.698 2.668 -0.246 -0.9 0.9 0.9 0.00
C 1.668 2.502 0.697 -0.8 -0.4 -0.3 0.00
C -0.161 2.110 2.442 -0.1 0.1 0.1 0.01
C 1.172 1.976 2.066 0.5 0.7 -0.1 0.01
H -0.860 2.510 1.693 0.5 -0.3 0.5 0.00
C -0.576 1.735 3.727 0.1 -0.1 -0.6 0.00
H 2.366 1.749 0.318 0.6 -0.5 0.2 0.00
C 2.102 1.456 2.972 -0.3 -0.2 0.1 0.01
H -1.636 1.855 3.980 0.4 -0.1 0.2 0.00
C 0.351 1.192 4.622 -0.3 0.1 0.1 0.00
C 1.690 1.041 4.243 0.0 0.3 -0.3 0.00
H 3.144 1.356 2.637 -0.4 0.0 0.3 0.00
H 0.016 0.915 5.624 0.2 0.0 -0.2 0.00
H 2.416 0.631 4.945 -0.2 0.0 -0.1 0.00
Si 0.557 0.393 -3.420 1.0 -0.6 1.4 0.01
Cl 0.772 -0.460 0.581 0.8 1.4 -0.8 0.22
C -0.529 1.413 -4.539 -0.2 0.1 -0.7 0.00
C 1.555 -1.126 -3.980 -0.1 -0.2 -0.5 0.00
C 1.640 1.322 -2.250 0.0 -0.2 -0.7 0.00
H -1.400 1.767 -3.970 0.3 -0.2 -0.1 0.00
H -0.901 0.860 -5.417 0.1 0.1 0.3 0.00
H 0.010 2.296 -4.909 0.0 -0.2 0.1 0.00
H 1.056 1.819 -1.361 0.2 -0.1 -0.4 0.00
H 2.243 2.128 -2.701 -0.2 -0.2 -0.1 0.00
H 2.328 0.599 -1.797 0.0 0.0 -0.1 0.00
H 1.792 -1.698 -3.066 -0.1 0.3 -0.1 0.00
H 2.529 -0.885 -4.429 -0.3 0.1 0.0 0.00
H 1.030 -1.826 -4.649 0.0 0.2 0.0 0.00
C -3.395 -1.281 0.979 -0.3 0.1 -0.4 0.00
C -2.118 -1.219 1.839 -0.6 0.3 0.3 0.03
P -0.868 -2.498 1.486 0.9 0.1 -0.1 0.18
C 0.592 -2.323 2.623 -0.2 0.2 0.4 0.01
C 0.558 -2.931 4.009 0.0 -0.3 0.4 0.00
C -1.627 -4.135 1.683 -0.3 -0.1 0.4 0.04
C -2.436 -4.257 2.978 -0.2 -0.6 0.1 0.01
H -3.254 -0.770 0.011 0.1 -0.3 0.3 0.00
H -4.223 -0.741 1.472 0.4 -0.2 0.0 0.00
H -3.764 -2.302 0.789 0.2 0.2 0.1 0.00
H -1.614 -0.265 1.623 0.0 -0.3 0.2 0.00
H -2.405 -1.222 2.903 0.3 -0.1 -0.2 0.01
H 1.431 -2.710 2.025 -0.2 0.1 0.2 0.00
H 0.761 -1.231 2.701 -0.2 -0.8 0.1 0.00
H 0.618 -4.028 3.995 -0.1 0.1 0.0 0.00
H 1.420 -2.572 4.589 -0.1 -0.1 -0.2 0.00
H -0.336 -2.624 4.564 0.1 -0.1 0.0 0.00
H -2.251 -4.271 0.783 0.1 0.0 0.4 0.00
H -0.824 -4.889 1.627 -0.2 0.3 0.0 0.00
H -3.179 -3.457 3.075 0.1 -0.1 -0.1 0.00
H -2.975 -5.212 3.003 0.0 0.1 0.0 0.00
H -1.793 -4.236 3.866 -0.1 0.1 -0.3 0.00
```
Forces are in eV/Å.

Summary:
gap between HOMO and LUMO (spin up / spin down): 0.220 / 0.204 Eh
LUMO energy (spin up / spin down): 2.40 / 1.98 eV
net charge: -1
HOMO level (spin up / spin down): -3.58 / -3.58 eV
2S+1: 3
relative energy (zero: lowest compared OMol25 entry of this formula, charge and spin): 1.4551 eV
molar mass: 711.54 g/mol
E: -95128.245 eV